1.
{"formula": "C25H28F5InO3", "method": "ωB97M-V/def2-TZVPD", "species": ["O", "C", "C", "H", "H", "C", "H", "H", "C", "H", "H", "H", "C", "H", "H", "H", "In", "C", "C", "C", "H", "C", "C", "H", "H", "H", "H", "C", "C", "C", "H", "C", "C", "H", "H", "H", "H", "O", "C", "C", "H", "H", "C", "H", "H", "C", "H", "H", "H", "H", "F", "C", "C", "F", "C", "F", "C", "O", "C", "F", "C", "F"], "xyz": [[0.907, -0.529, -0.280], [1.677, 0.078, -1.389], [2.664, -1.056, -1.434], [2.085, 1.030, -1.048], [1.038, 0.168, -2.275], [1.870, -1.603, -0.236], [3.678, -0.802, -1.160], [2.589, -1.700, -2.323], [2.653, -1.558, 1.063], [3.069, -0.539, 1.192], [3.479, -2.273, 0.961], [2.026, -1.835, 1.919], [1.358, -2.976, -0.606], [1.126, -3.017, -1.676], [0.491, -3.308, -0.028], [2.176, -3.676, -0.415], [-1.537, 0.112, 0.270], [-3.235, -2.274, -1.209], [-3.379, -0.887, -1.443], [-2.139, -0.406, -2.025], [-4.290, -0.313, -1.360], [-1.305, -1.563, -2.234], [-1.976, -2.687, -1.719], [-1.615, -3.718, -1.755], [-3.970, -2.922, -0.743], [-2.001, 0.563, -2.511], [-0.358, -1.575, -2.782], [-3.084, -1.960, 2.258], [-2.238, -2.976, 1.754], [-0.912, -2.512, 1.801], [-2.548, -3.976, 1.435], [-0.919, -1.148, 2.279], [-2.295, -0.838, 2.611], [-2.610, 0.028, 3.199], [-4.148, -2.065, 2.417], [-0.019, -3.122, 1.670], [-0.042, -0.598, 2.641], [4.233, 1.332, -0.671], [5.457, 0.638, -1.014], [6.565, 1.634, -1.376], [5.284, -0.006, -1.890], [5.714, -0.057, -0.192], [5.816, 2.984, -1.541], [7.062, 1.317, -2.296], [7.291, 1.686, -0.556], [4.382, 2.716, -1.051], [5.795, 3.245, -2.605], [6.286, 3.786, -0.977], [3.623, 2.942, -1.812], [4.133, 3.368, -0.188], [-7.365, 3.648, 2.624], [-6.179, 3.207, 2.165], [-6.038, 1.844, 1.861], [-7.107, 1.024, 1.963], [-4.832, 1.378, 1.381], [-4.724, 0.041, 1.096], [-3.752, 2.245, 1.095], [-2.631, 1.862, 0.530], [-3.934, 3.622, 1.403], [-2.904, 4.463, 1.213], [-5.130, 4.095, 1.906], [-5.309, 5.423, 2.112]], "forces_ev_per_angstrom": [[-0.14, 0.88, -0.84], [-0.93, 0.72, 0.05], [-0.04, -0.26, 0.30], [-0.15, -0.11, -0.30], [0.10, 0.21, 0.18], [0.82, -1.26, 0.02], [-0.13, -0.07, -0.35], [0.26, 0.37, 0.35], [0.04, 0.18, -0.17], [-0.21, -0.51, 0.10], [-0.08, 0.14, 0.26], [0.19, 0.09, -0.12], [-0.40, -0.47, 0.24], [-0.15, -0.07, 0.32], [0.26, 0.15, -0.39], [-0.03, -0.03, -0.10], [-0.81, -1.70, -0.02], [-0.13, 1.15, -0.60], [-0.09, -1.38, 0.72], [1.11, 0.46, 0.66], [0.15, 0.05, 0.30], [-0.32, -0.97, 0.05], [0.48, 0.71, -0.71], [-0.07, 0.48, 0.15], [0.09, 0.21, -0.11], [-0.21, -0.39, -0.04], [-0.36, 0.08, 0.42], [0.66, 0.70, 0.58], [1.08, 0.21, 0.61], [-0.61, -0.28, 0.10], [0.13, 0.50, 0.12], [0.42, 0.20, -0.94], [-1.25, -0.65, -0.07], [0.04, -0.23, -0.44], [0.06, 0.19, -0.16], [-0.43, 0.40, -0.08], [-0.41, -0.31, -0.01], [1.70, 0.61, -0.18], [-0.18, -0.68, -0.21], [-0.43, 0.23, 0.78], [-0.17, 0.20, 0.11], [-0.07, 0.52, -0.18], [-0.14, -0.63, -0.49], [0.05, 0.14, 0.23], [-0.03, 0.06, -0.31], [-0.52, 0.44, 0.50], [0.05, 0.17, 0.27], [0.00, -0.02, -0.10], [0.22, -0.07, -0.07], [0.15, -0.53, -0.25], [0.39, 0.03, -0.15], [-0.15, -0.41, -0.28], [-0.41, 0.74, 0.16], [0.68, 0.39, 0.16], [0.34, -0.47, -0.45], [-0.14, 1.27, 0.10], [-0.24, 0.15, 0.30], [0.54, 0.02, -0.14], [0.10, -0.78, 0.00], [-0.33, -0.14, -0.06], [-0.51, 0.25, 0.18], [0.15, -0.87, 0.02]], "multiplicity": 1, "orbital_gap_ev": 6.704, "lumo_ha": -0.0413, "homo_ev": -7.83}

---

2.
{"formula": "C25H28F5O3Ru", "method": "ωB97M-V/def2-TZVPD", "species": ["O", "C", "C", "H", "H", "C", "H", "H", "C", "H", "H", "H", "C", "H", "H", "H", "Ru", "C", "C", "C", "H", "C", "C", "H", "H", "H", "H", "C", "C", "C", "H", "C", "C", "H", "H", "H", "H", "O", "C", "C", "H", "H", "C", "H", "H", "C", "H", "H", "H", "H", "F", "C", "C", "F", "C", "F", "C", "O", "C", "F", "C", "F"], "xyz": [[-0.201, -0.611, -3.669], [-0.249, 0.685, -4.430], [-0.242, 0.061, -5.805], [0.640, 1.325, -4.286], [-1.193, 1.197, -4.156], [-0.148, -1.248, -4.984], [0.649, 0.268, -6.410], [-1.215, 0.213, -6.299], [1.154, -1.993, -5.185], [2.009, -1.376, -4.894], [1.269, -2.251, -6.241], [1.151, -2.921, -4.609], [-1.365, -2.053, -5.393], [-2.281, -1.472, -5.247], [-1.457, -3.003, -4.867], [-1.270, -2.267, -6.468], [-0.913, -1.307, 1.035], [-2.360, -1.356, 2.538], [-1.967, 0.033, 2.474], [-2.448, 0.560, 1.232], [-1.423, 0.575, 3.255], [-3.006, -0.513, 0.466], [-2.959, -1.715, 1.265], [-3.363, -2.685, 0.978], [-2.282, -2.011, 3.407], [-2.386, 1.604, 0.921], [-3.406, -0.450, -0.544], [0.172, -2.114, 2.610], [-0.317, -3.148, 1.705], [0.436, -3.032, 0.485], [-1.042, -3.921, 1.929], [1.365, -1.955, 0.637], [1.252, -1.439, 1.961], [1.847, -0.646, 2.397], [-0.158, -1.936, 3.623], [0.277, -3.631, -0.407], [2.059, -1.619, -0.122], [1.794, 1.309, -2.278], [0.887, 0.665, -1.327], [-0.478, 1.363, -1.464], [1.233, 0.799, -0.277], [0.862, -0.418, -1.514], [-0.115, 2.783, -1.912], [-1.073, 1.327, -0.550], [-1.055, 0.852, -2.236], [1.417, 2.699, -2.142], [-0.296, 3.482, -1.094], [-0.689, 3.078, -2.804], [1.883, 3.105, -1.209], [1.759, 3.259, -3.026], [2.334, 2.714, 8.487], [1.899, 2.254, 7.302], [2.347, 2.887, 6.140], [3.212, 3.923, 6.209], [1.893, 2.447, 4.926], [2.267, 3.050, 3.787], [0.993, 1.333, 4.805], [0.655, 0.930, 3.667], [0.512, 0.753, 6.031], [-0.412, -0.230, 5.943], [0.981, 1.191, 7.246], [0.560, 0.599, 8.387]], "forces_ev_per_angstrom": [[-0.07, 1.10, -2.28], [-0.06, 0.74, 0.98], [0.03, -0.17, 0.87], [-0.58, -0.41, 0.56], [0.67, -0.03, -0.25], [-0.22, -0.50, -1.37], [-0.49, 0.12, 0.00], [0.71, -0.23, -0.28], [-0.04, -0.15, 0.00], [-0.13, -0.06, 0.08], [-0.04, -0.03, 0.06], [0.13, 0.07, 0.06], [-0.10, -0.61, 0.34], [0.11, -0.08, 0.06], [-0.03, -0.05, 0.11], [-0.04, 0.02, 0.27], [0.84, 3.02, -6.11], [-2.27, 0.65, 0.90], [-1.68, 0.76, 0.76], [-0.22, 0.04, 0.69], [-0.58, -0.30, -0.53], [-0.24, -0.13, 0.49], [-1.66, 0.58, 0.88], [0.07, 0.34, 0.20], [0.01, 0.30, -0.47], [0.08, -0.46, 0.13], [0.17, 0.03, 0.30], [2.11, -2.07, 1.01], [1.72, -1.87, 0.75], [0.70, -0.32, 0.67], [0.13, 0.13, -0.03], [0.31, -0.86, 0.44], [0.12, -0.13, 0.10], [-0.18, -0.11, -0.20], [0.22, -0.15, -0.11], [0.07, 0.16, 0.15], [-0.10, -0.01, 0.12], [-1.45, 0.55, 1.17], [0.27, -0.11, 0.35], [0.12, -0.51, -0.45], [0.23, 0.14, -0.56], [0.01, 0.58, -0.26], [0.25, -0.16, 0.02], [0.41, 0.05, -0.15], [-0.01, 0.06, 0.30], [0.25, 0.10, 0.36], [-0.14, 0.18, -0.26], [0.30, 0.04, 0.32], [0.05, -0.18, -0.77], [0.04, -0.26, 0.35], [-0.42, -0.55, -0.91], [0.29, 0.42, 0.93], [0.58, 0.72, -0.43], [-0.69, -0.81, 0.17], [0.46, 0.64, -0.63], [-0.16, -0.46, 1.05], [-0.41, -0.24, -1.42], [0.24, 0.31, 1.26], [-0.63, -0.74, 0.23], [1.09, 0.99, 0.22], [-0.53, -0.72, 0.57], [0.40, 0.64, -0.81]], "de_lowest_ev": 0.000, "multiplicity": 6, "orbital_gap_ev": [4.504, 4.930], "lumo_ha": [-0.0050, -0.1111], "homo_ev": [-4.64, -7.95]}

---

Which formula does entry 1 have?
C25H28F5InO3

---

Number 2 is which compound?
C25H28F5O3Ru

---

Which of these has the highest multiplicity?
C25H28F5O3Ru

---

Which value of multiplicity does entry 1 give?
1